The following is a quantum chemistry calculation of 2 unconnected molecules or ions with the total composition C9H14 at a distorted geometry, from the Open Molecules 2025 dataset.

Last column: Mulliken charge in e.
Geometry (Å):
1 C 2.57936 0.73452 0.84428  -1.29
2 C 1.41475 -0.12454 0.63191  0.89
3 C 1.42882 -1.50107 0.34769  -0.34
4 C 0.31483 -2.32647 0.50142  -0.43
5 C -0.99051 -1.75989 0.69120  -0.57
6 C -1.06012 -0.37057 0.71074  -0.56
7 C 0.16879 0.39187 0.71518  -0.12
8 H 3.34996 0.51347 0.10560  0.36
9 H 3.25868 0.46891 1.68591  0.30
10 H 2.43259 1.83014 0.71111  0.32
11 H 2.46554 -2.16364 0.26960  0.15
12 H 0.37760 -3.43268 0.66765  0.30
13 H -1.93513 -2.27695 0.69457  0.37
14 H -2.00468 0.11939 0.73079  0.45
15 H -0.05941 1.49862 0.88378  0.19
16 C -1.66051 2.39004 -1.24476  -0.67
17 C -1.78595 1.29965 -2.37779  -0.82
18 H -2.35181 3.27202 -1.22477  0.36
19 H -1.88244 1.92540 -0.26633  0.05
20 H -0.69705 2.77584 -1.32902  0.25
21 H -0.93185 0.62955 -2.45607  0.25
22 H -2.55230 0.53368 -2.12128  0.25
23 H -1.92645 1.90498 -3.27070  0.31

The spin multiplicity is 1. The value obtained for the energy relative to the best compared isomer or geometry (same formula, charge and spin) is 39.8 kcal per mole. The structure (SMILES) is Cc1ccccc1.CC. The charge is 0. As for the gap between HOMO and LUMO: 10.08 eV. The value obtained for the lowest unoccupied orbital energy is 1.01 eV. Its HOMO energy is -9.1 eV. The total energy is -9558.454 eV.

---

The following is a quantum chemistry calculation of a molecular structure, C26H69F6KN4O31S8 at a distorted geometry, from the Open Molecules 2025 dataset.

Last column: Mulliken charge in e.
Geometry (Å):
1 K -5.14007 1.50407 -2.31283  0.98
2 C -0.24505 -0.78814 -3.73415  0.65
3 F -0.21177 -2.06799 -3.26752  -0.21
4 F 0.60585 -0.60481 -4.75105  -0.19
5 F -1.43633 -0.48637 -4.03078  -0.21
6 S 0.17034 0.36171 -2.17345  0.87
7 O 1.54043 -0.02808 -1.69405  -0.57
8 O 0.15837 1.72865 -2.72254  -0.61
9 N -1.14802 0.02181 -1.08091  -0.40
10 S -0.50010 -0.78012 0.04542  1.06
11 O -0.10003 -2.15291 -0.21179  -0.60
12 O 0.56144 -0.08533 0.78903  -0.64
13 C -1.96178 -0.81544 1.27314  0.52
14 F -1.63343 -1.57686 2.33834  -0.19
15 F -2.31451 0.41518 1.60621  -0.21
16 F -3.03313 -1.36204 0.66564  -0.25
17 C -3.96587 5.55063 4.53465  -0.62
18 O -3.53740 5.51860 3.18507  -0.47
19 H -4.15736 4.64976 5.11762  0.26
20 H -3.42918 6.18905 5.23642  0.27
21 H -4.97278 5.96606 4.49406  0.28
22 H -4.03215 4.82007 2.75047  0.28
23 C 1.82706 -1.15666 -11.83670  -0.50
24 O 2.87913 -2.02072 -12.16966  -0.49
25 H 2.05229 -0.09593 -11.72618  0.23
26 H 1.16307 -1.24247 -12.69684  0.22
27 H 1.32583 -1.51410 -10.93719  0.22
28 H 2.41972 -2.72905 -12.62662  0.32
29 C -5.93231 -4.74736 -2.01427  -0.49
30 O -6.24665 -3.88123 -3.03285  -0.48
31 H -6.18668 -5.74125 -2.38246  0.30
32 H -4.85246 -4.68773 -1.87836  0.19
33 H -6.42462 -4.41332 -1.10095  0.16
34 H -6.41042 -4.47917 -3.76582  0.33
35 O -9.94717 5.25035 6.77816  -0.60
36 S -9.88787 3.88465 7.24489  1.14
37 O -11.08940 3.27960 7.74585  -0.60
38 O -9.28602 3.01085 5.96318  -0.31
39 C -9.71450 1.69190 5.71237  -0.19
40 C -8.60090 0.96471 4.84819  -1.12
41 C -8.50545 3.64894 8.38753  -0.90
42 H -10.64986 1.80179 5.16362  0.29
43 H -9.84587 1.15491 6.65177  0.34
44 H -8.82738 -0.05151 4.52556  0.37
45 H -7.68235 0.95206 5.43489  0.29
46 H -8.41721 1.44746 3.88834  0.28
47 H -8.82783 3.57659 9.42625  0.36
48 H -7.91933 4.56085 8.50142  0.35
49 H -7.84674 2.80069 8.20129  0.30
50 O 6.53262 -6.39057 -6.15360  -0.59
51 S 5.57822 -5.75230 -5.24046  1.15
52 O 4.34510 -6.39364 -4.88140  -0.59
53 O 6.34053 -5.34410 -3.83421  -0.30
54 C 5.67040 -4.74173 -2.74838  -0.21
55 C 6.29573 -5.38766 -1.47286  -1.28
56 C 5.33090 -4.07858 -5.96190  -0.81
57 H 4.60403 -4.95705 -2.68058  0.38
58 H 5.87887 -3.67289 -2.70114  0.32
59 H 7.38398 -5.33658 -1.43804  0.33
60 H 5.90745 -6.40484 -1.52458  0.32
61 H 5.84080 -4.96213 -0.57840  0.38
62 H 4.51172 -4.23395 -6.66397  0.33
63 H 6.27049 -3.77102 -6.42090  0.30
64 H 5.12953 -3.43465 -5.10580  0.28
65 O 5.20781 4.57639 2.98923  -0.63
66 S 5.63494 4.49173 1.62428  1.17
67 O 6.78833 5.28344 1.25785  -0.61
68 O 5.92162 2.91035 1.30821  -0.19
69 C 6.81846 2.22513 2.14621  -0.39
70 C 8.18463 2.14568 1.44053  -0.99
71 C 4.22172 4.75506 0.48294  -0.94
72 H 6.42300 1.21154 2.08034  0.23
73 H 6.67906 2.51218 3.18845  0.41
74 H 8.70552 3.10241 1.47864  0.28
75 H 7.95651 2.07974 0.37671  0.26
76 H 8.88658 1.35070 1.69229  0.37
77 H 3.37440 4.56478 1.14168  0.36
78 H 4.13315 4.07857 -0.36713  0.33
79 H 4.21672 5.83484 0.33416  0.35
80 O -2.89827 5.39757 -6.15718  -0.58
81 S -2.83197 6.02811 -7.51720  1.11
82 O -3.35313 5.31932 -8.74338  -0.61
83 O -3.54077 7.58068 -7.45518  -0.31
84 C -3.60963 8.35403 -8.64724  0.03
85 C -4.22612 9.63723 -8.20093  -1.35
86 C -1.10195 6.42542 -7.86671  -0.94
87 H -4.37198 7.83447 -9.22774  0.27
88 H -2.69484 8.61832 -9.17773  0.30
89 H -4.37835 10.39900 -8.96555  0.38
90 H -3.59718 10.09683 -7.43850  0.33
91 H -5.16918 9.43945 -7.69140  0.32
92 H -0.95478 6.72039 -8.90567  0.33
93 H -0.52675 5.51899 -7.67795  0.39
94 H -0.75512 7.18436 -7.16540  0.33
95 O 0.41470 -6.69805 6.53778  -0.57
96 S 1.01871 -6.53536 7.84265  1.11
97 O 1.51059 -7.65100 8.61714  -0.59
98 O 2.25642 -5.36350 7.73559  -0.33
99 C 2.90417 -5.29563 6.45189  -0.31
100 C 2.38271 -4.12784 5.68554  -0.93
101 C -0.15694 -5.60012 8.91006  -0.86
102 H 2.74157 -6.21458 5.88870  0.39
103 H 3.92771 -5.13707 6.79148  0.30
104 H 1.29323 -4.11441 5.71642  0.24
105 H 2.72327 -4.03851 4.65397  0.35
106 H 2.65111 -3.17056 6.13239  0.24
107 H -0.33087 -4.68134 8.34999  0.27
108 H 0.20889 -5.46481 9.92788  0.32
109 H -1.04183 -6.23491 8.95608  0.36
110 O 1.53977 -0.77680 9.96126  -0.59
111 S 2.78663 -0.00634 9.68029  1.06
112 O 4.08287 -0.70230 9.59589  -0.57
113 O 2.56086 1.06108 8.41957  -0.28
114 C 1.21064 1.20139 7.99285  -0.17
115 C 1.20877 2.21828 6.84479  -1.17
116 C 2.83720 1.24376 10.94086  -0.86
117 H 0.51067 1.36617 8.81199  0.40
118 H 0.75665 0.29716 7.58743  0.27
119 H 1.21714 3.23328 7.24204  0.29
120 H 0.26261 2.02018 6.34115  0.35
121 H 2.04938 2.11887 6.15806  0.32
122 H 2.05278 1.98881 10.80790  0.30
123 H 3.81691 1.72145 10.95032  0.33
124 H 2.76565 0.61009 11.82486  0.33
125 C 6.28139 3.52040 -3.87948  -0.64
126 N 5.64865 2.83210 -5.06980  0.80
127 O 4.70382 3.39062 -5.67460  -0.49
128 O 6.01480 1.66464 -5.36778  -0.49
129 H 7.35303 3.32334 -3.90882  0.27
130 H 5.89279 3.01167 -2.99727  0.27
131 H 5.93412 4.55349 -3.89477  0.29
132 C 0.81993 -8.25252 -1.15676  -0.67
133 N 1.19550 -9.06563 0.08294  0.87
134 O 0.70407 -10.16817 0.13500  -0.52
135 O 2.03147 -8.57928 0.81100  -0.51
136 H 0.33609 -8.85244 -1.92755  0.30
137 H 1.69211 -7.70054 -1.50708  0.25
138 H 0.06639 -7.55373 -0.79346  0.29
139 C -4.45925 -2.29328 -9.66425  -0.66
140 N -5.90258 -2.72329 -9.60542  0.82
141 O -6.34013 -3.16971 -10.63635  -0.49
142 O -6.42419 -2.68313 -8.48910  -0.51
143 H -4.13938 -1.90559 -10.63146  0.29
144 H -3.86554 -3.19371 -9.50668  0.27
145 H -4.25170 -1.48021 -8.96859  0.27

The spin multiplicity is 1. The charge is 0. As for the gap between HOMO and LUMO: 6.63 eV. The value obtained for the lowest unoccupied orbital energy is -2.30 eV. Its HOMO energy is -8.9 eV. The total energy is -216804.987 eV.

---

The following is a quantum chemistry calculation of a molecular structure, C26H25AgClP2Se3Te, from the Open Molecules 2025 dataset.

Last column: Mulliken charge in e.
Geometry (Å):
1 Ag 0.63738 0.46564 0.00958  0.60
2 Cl -2.32362 -1.59442 1.34239  -0.14
3 C -2.68849 -0.36964 2.52592  0.79
4 C -3.25064 -0.77034 3.72885  -0.60
5 C -3.55455 0.18436 4.68241  -0.43
6 C -3.30011 1.52536 4.42688  -0.79
7 C -2.74673 1.91079 3.21939  -0.49
8 C -2.42750 0.97123 2.23426  -0.45
9 P -1.59029 1.42425 0.67586  0.99
10 C -2.89569 1.18421 -0.57390  0.47
11 C -4.23170 0.92340 -0.28900  -0.27
12 C -5.14853 0.76844 -1.31997  -0.74
13 C -4.73815 0.88160 -2.64017  -0.52
14 C -3.40614 1.14231 -2.93028  -0.50
15 C -2.48759 1.28396 -1.90392  -0.37
16 C -1.50542 3.24367 0.78735  -0.12
17 C -2.60605 4.06715 0.54747  0.24
18 C -2.48114 5.44405 0.62714  -0.67
19 C -1.25164 6.00936 0.94890  -0.42
20 C -0.15547 5.19834 1.18580  -0.67
21 C -0.27665 3.81729 1.09801  0.05
22 H -3.43386 -1.82173 3.90340  0.46
23 H -3.98469 -0.12311 5.62694  0.36
24 H -3.52955 2.27803 5.17028  0.40
25 H -2.54536 2.95638 3.03374  0.35
26 H -4.56153 0.82803 0.73963  0.43
27 H -6.18541 0.55755 -1.08646  0.39
28 H -5.45371 0.75444 -3.44370  0.37
29 H -3.07264 1.20848 -3.95809  0.43
30 H -1.44100 1.46406 -2.13333  -0.02
31 H -3.56245 3.62737 0.28645  0.39
32 H -3.33875 6.07623 0.43039  0.40
33 H -1.14891 7.08693 0.99871  0.36
34 H 0.80925 5.63244 1.41604  0.41
35 H 0.59290 3.18981 1.25287  0.06
36 Se 1.47021 2.28883 -1.85677  -0.66
37 Se 3.64734 1.71461 -1.08547  -0.29
38 Te 3.35572 1.41819 1.40985  -0.18
39 Se 2.24703 -0.84249 1.65285  -0.70
40 C 0.34173 -3.21511 -0.91282  -1.29
41 P 0.19069 -1.55419 -1.65692  1.14
42 C 1.70541 -1.47884 -2.66693  -1.47
43 C -1.12248 -1.81020 -2.89581  0.52
44 C -2.36683 -2.29985 -2.49282  -0.47
45 C -3.41266 -2.41741 -3.39234  -0.69
46 C -3.24227 -2.03272 -4.71589  -0.43
47 C -2.01778 -1.52926 -5.12495  -0.70
48 C -0.96727 -1.41764 -4.22329  -0.21
49 H -0.57723 -3.48326 -0.39144  0.31
50 H 1.13991 -3.15504 -0.16991  0.34
51 H 0.57563 -3.98789 -1.64775  0.42
52 H 1.78745 -2.29169 -3.39187  0.43
53 H 2.54404 -1.51010 -1.96782  0.36
54 H 1.75410 -0.50352 -3.15404  0.32
55 H -2.52884 -2.57948 -1.45882  0.03
56 H -4.36838 -2.79828 -3.05210  0.40
57 H -4.06215 -2.11697 -5.41880  0.38
58 H -1.87240 -1.21749 -6.15274  0.38
59 H -0.01992 -1.01784 -4.56199  0.30

The spin multiplicity is 1. The value obtained for the energy relative to the best compared isomer or geometry (same formula, charge and spin) is 0.0 kcal per mole. The charge is -1. As for the gap between HOMO and LUMO: 5.77 eV. The value obtained for the lowest unoccupied orbital energy is 2.45 eV. Its HOMO energy is -3.3 eV. The total energy is -265804.240 eV.